Version 1
This record from the OMol25 dataset describes a cluster of 2 separate species, C2H4O3S in total. The level of theory is ωB97M-V/def2-TZVPD.

```
! wB97M-V def2-TZVPD RIJCOSX def2/J DEFGRID3
* xyz 0 1
C -0.88 0.54 0.21
C 0.54 0.85 -0.11
O -1.43 0.42 1.28
O -1.44 0.12 -0.95
O 0.88 2.08 -0.26
S 1.96 -2.37 0.60
H 1.56 -1.07 0.27
H -2.30 -0.53 -0.94
H 0.30 2.78 -0.06
H 0.81 -2.82 -0.04
*
```

Gap between HOMO and LUMO: 8.73 eV

=====

Version 2
This record from the OMol25 dataset describes an isolated molecule of C2H4O3S. The level of theory is ωB97M-V/def2-TZVPD.

```
! wB97M-V def2-TZVPD RIJCOSX def2/J DEFGRID3
* xyz 0 1
C 0.99 -0.28 0.37
C -0.31 -0.18 -1.57
O -1.38 1.33 2.85
O 0.13 0.25 1.13
O 0.89 -0.53 -0.97
S -0.12 0.60 2.78
H 1.79 -0.93 0.66
H -0.42 0.88 -1.80
H -1.12 -0.50 -0.91
H -0.47 -0.64 -2.53
*
```

Gap between HOMO and LUMO (spin up / spin down): 6.59 / 6.59 eV

=====

What should be chosen as the most stable of them? Choose version 1.